DFT (the ωB97M-V functional and the def2-TZVPD basis) results for 3 unconnected molecules or ions with the total composition C28H51Br2IN4O8P.

- frontier orbital gap (eV) = 7.4
- HOMO energy (eV) = -12.06
- E (eV) = -209672.37113

```
! RIJCOSX wB97M-V def2-TZVPD def2/J DEFGRID3
* xyz 1 1
C -5.430 -1.571 1.086
C -4.888 -1.715 2.517
C -4.711 -0.344 3.193
C -3.697 -0.238 4.362
C -2.989 -1.523 4.802
C -1.860 -1.249 5.829
C -0.453 -1.749 5.436
C 0.689 -0.762 5.748
C 2.015 -1.059 5.017
C 2.429 -0.027 3.967
C 1.466 0.121 2.764
C 2.152 -0.108 1.394
C 1.545 -1.265 0.569
N 0.483 -0.864 -0.360
C 0.719 -0.302 -1.547
N -0.289 0.080 -2.337
C 0.249 0.621 -3.404
C -0.560 1.214 -4.498
C -0.784 2.722 -4.266
C -1.728 3.016 -3.092
Br -1.494 3.440 -5.941
N 1.565 0.592 -3.354
C 2.500 1.086 -4.364
C 2.762 0.094 -5.502
C 3.117 -1.334 -5.088
C 2.731 -2.324 -6.184
O 3.217 -3.632 -5.958
N 1.905 0.001 -2.140
I 3.865 -0.168 -1.631
P -1.291 -1.006 -0.020
O -1.264 -1.865 1.358
Br -1.553 1.053 0.811
H -5.323 -2.504 0.529
H -6.474 -1.257 1.076
H -4.852 -0.816 0.541
H -5.621 -2.290 3.087
H -3.947 -2.264 2.465
H -5.694 -0.058 3.580
H -4.485 0.394 2.419
H -2.943 0.523 4.137
H -4.236 0.133 5.239
H -2.558 -2.051 3.950
H -3.733 -2.175 5.266
H -1.818 -0.179 6.056
H -2.139 -1.742 6.763
H -0.249 -2.641 6.041
H -0.411 -2.088 4.395
H 0.889 -0.837 6.821
H 0.359 0.267 5.571
H 2.802 -1.050 5.774
H 2.001 -2.075 4.600
H 3.436 -0.265 3.610
H 2.510 0.936 4.480
H 0.627 -0.566 2.894
H 1.022 1.117 2.787
H 3.205 -0.336 1.565
H 2.066 0.803 0.793
H 2.307 -1.814 0.014
H 1.136 -1.980 1.273
H -0.110 1.051 -5.478
H -1.532 0.719 -4.502
H 0.167 3.236 -4.128
H -1.165 3.391 -2.236
H -2.481 3.751 -3.368
H -2.245 2.107 -2.780
H 2.033 1.985 -4.772
H 3.420 1.411 -3.883
H 3.558 0.521 -6.116
H 1.873 0.060 -6.142
H 4.189 -1.440 -4.898
H 2.586 -1.624 -4.172
H 3.149 -1.990 -7.138
H 1.639 -2.346 -6.297
H 3.324 -3.785 -5.012
H -1.095 -2.807 1.198
C -3.766 5.933 -9.060
C -3.472 4.448 -8.939
O -4.347 3.884 -9.913
C -4.634 4.837 -10.840
O -5.196 4.637 -11.862
O -4.179 6.045 -10.423
H -2.904 6.568 -8.879
H -4.590 6.246 -8.416
H -2.441 4.207 -9.209
H -3.697 4.038 -7.957
C 6.191 -2.204 8.513
C 5.143 -3.048 7.812
O 4.071 -2.114 7.641
C 4.584 -0.860 7.663
O 3.977 0.125 7.393
O 5.880 -0.888 8.043
H 7.212 -2.461 8.247
H 6.082 -2.222 9.598
H 5.471 -3.386 6.827
H 4.801 -3.899 8.393
*
```